Arrangement one

{"formula": "C3H3Br3O", "method": "ωB97M-V/def2-TZVPD", "multiplicity": 1, "orbital_gap_ev": 9.850, "e_lumo_ev": -0.4, "total_charge": 0, "homo_energy_ha": -0.375, "species": ["C", "C", "C", "O", "Br", "Br", "Br", "H", "H", "H"], "xyz": [[1.432, 0.447, 0.080], [0.102, 0.313, -0.576], [-1.181, -0.480, 0.170], [1.194, -0.434, -0.986], [-2.154, -1.517, -1.271], [-0.255, -1.776, 1.286], [-2.178, 0.713, 1.317], [1.856, 1.416, -0.041], [1.455, 0.044, 1.148], [-0.272, 1.274, -1.128]], "mulliken_charge": [-0.256, -0.151, -0.014, -0.333, -0.029, -0.057, 0.008, 0.290, 0.180, 0.361]}

Arrangement two

{"formula": "C3H3Br3O", "method": "ωB97M-V/def2-TZVPD", "multiplicity": 1, "orbital_gap_ev": 7.958, "e_lumo_ev": -1.3, "total_charge": 0, "homo_energy_ha": -0.339, "species": ["C", "C", "C", "O", "Br", "Br", "Br", "H", "H", "H"], "xyz": [[0.830, 1.375, 0.561], [0.069, 0.248, 0.006], [-2.236, -0.719, 2.692], [1.517, 2.166, 0.099], [-3.591, 0.091, 1.623], [-2.523, -0.656, 4.494], [-0.085, 1.852, 2.440], [-0.919, 0.618, -0.399], [-0.140, -0.531, 0.767], [0.820, -0.205, -0.694]], "mulliken_charge": [0.539, -0.701, -0.087, -0.347, -0.004, 0.041, -0.312, 0.233, 0.357, 0.281]}

The structure with the least stability is arrangement two.

Arrangement one

{"formula": "C30H34N2O4", "method": "ωB97M-V/def2-TZVPD", "multiplicity": 1, "orbital_gap_ev": 4.488, "e_lumo_ev": -1.6, "total_charge": 0, "homo_energy_ha": -0.222, "species": ["C", "N", "C", "C", "C", "C", "C", "C", "C", "C", "C", "C", "N", "C", "C", "C", "C", "C", "C", "H", "H", "H", "H", "H", "H", "H", "H", "H", "H", "H", "H", "H", "H", "H", "H", "H", "H", "H", "H", "H", "C", "C", "C", "O", "C", "O", "C", "C", "C", "C", "C", "C", "C", "C", "C", "O", "O", "H", "H", "H", "H", "H", "H", "H", "H", "H", "H", "H", "H", "H"], "xyz": [[-4.981, -1.772, 2.797], [-4.582, -0.607, 3.573], [-5.542, -0.100, 4.532], [-3.380, 0.012, 3.397], [-3.046, 1.203, 4.110], [-1.847, 1.846, 3.885], [-0.893, 1.285, 2.998], [0.369, 1.912, 2.649], [1.570, 1.241, 2.966], [2.840, 1.732, 2.533], [3.996, 1.031, 2.793], [3.964, -0.184, 3.541], [5.095, -0.902, 3.763], [5.052, -2.172, 4.457], [6.355, -0.519, 3.168], [2.712, -0.653, 4.018], [1.563, 0.052, 3.759], [-1.216, 0.075, 2.331], [-2.449, -0.514, 2.462], [-4.912, -1.568, 1.720], [-4.358, -2.656, 3.010], [-6.023, -2.001, 3.051], [-5.917, 0.891, 4.224], [-6.382, -0.803, 4.581], [-5.087, 0.013, 5.531], [-3.754, 1.611, 4.835], [-1.611, 2.777, 4.402], [0.443, 2.993, 2.533], [2.872, 2.639, 1.922], [4.946, 1.387, 2.392], [4.485, -2.093, 5.392], [4.571, -2.945, 3.841], [6.078, -2.474, 4.676], [6.606, 0.521, 3.415], [7.125, -1.190, 3.558], [6.315, -0.604, 2.072], [2.646, -1.596, 4.560], [0.614, -0.325, 4.140], [-0.495, -0.352, 1.639], [-2.698, -1.383, 1.851], [-1.591, 1.498, -2.667], [-0.080, 1.517, -2.792], [0.329, 0.941, -4.144], [0.490, 2.835, -2.669], [0.536, 3.344, -1.390], [0.974, 4.469, -1.214], [0.013, 2.462, -0.329], [-0.976, 3.023, 0.528], [-2.213, 3.738, -0.061], [-3.463, 3.221, 0.304], [-4.617, 3.934, -0.014], [-4.514, 5.174, -0.658], [-3.269, 5.655, -1.070], [-2.107, 4.922, -0.787], [0.501, 1.101, -0.508], [0.968, 0.334, 0.319], [0.549, 0.665, -1.810], [-1.938, 1.882, -1.699], [-2.021, 2.115, -3.466], [-1.950, 0.467, -2.789], [1.403, 1.076, -4.289], [0.078, -0.124, -4.171], [-0.214, 1.467, -4.931], [-1.382, 2.192, 1.103], [-0.452, 3.771, 1.146], [-3.509, 2.281, 0.864], [-5.582, 3.514, 0.262], [-5.411, 5.771, -0.817], [-3.177, 6.601, -1.603], [-1.121, 5.279, -1.091]], "mulliken_charge": [-0.927, 0.122, -0.995, 0.958, -0.547, -1.155, 0.277, -1.100, 0.464, -1.027, -0.699, 1.530, 0.068, -1.016, -0.967, -0.734, -0.754, 0.285, -0.945, 0.329, 0.301, 0.254, 0.342, 0.256, 0.332, 0.429, 0.449, 0.842, 0.403, 0.296, 0.323, 0.360, 0.284, 0.333, 0.240, 0.368, 0.291, 0.422, 0.723, 0.401, -1.038, 1.654, -1.818, -0.428, -0.125, -0.686, 0.935, 1.770, -0.109, 0.166, -0.676, -0.470, -0.762, -0.541, 0.132, -0.697, -0.432, 0.020, 0.358, 0.368, 0.406, 0.378, 0.397, -2.100, 0.505, 0.320, 0.396, 0.370, 0.403, 0.489]}

Arrangement two

{"formula": "C30H34N2O4", "method": "ωB97M-V/def2-TZVPD", "multiplicity": 1, "orbital_gap_ev": 7.801, "e_lumo_ev": 0.6, "total_charge": 0, "homo_energy_ha": -0.265, "species": ["C", "O", "C", "C", "C", "C", "O", "C", "C", "C", "N", "C", "C", "C", "C", "C", "C", "C", "C", "C", "O", "N", "C", "C", "C", "C", "C", "C", "C", "C", "O", "C", "C", "C", "C", "C", "H", "H", "H", "H", "H", "H", "H", "H", "H", "H", "H", "H", "H", "H", "H", "H", "H", "H", "H", "H", "H", "H", "H", "H", "H", "H", "H", "H", "H", "H", "H", "H", "H", "H"], "xyz": [[-1.808, -2.123, 2.583], [-1.938, -2.178, 1.143], [-2.395, -1.114, 0.430], [-2.678, -1.337, -0.950], [-3.520, -0.455, -1.624], [-4.000, 0.726, -1.013], [-4.767, 1.508, -1.792], [-6.023, 2.326, -1.206], [-7.151, 1.518, -1.702], [-7.538, 0.389, -1.068], [-8.660, -0.311, -1.418], [-8.970, -1.554, -0.718], [-7.875, -2.603, -0.877], [-8.220, -3.909, -0.202], [-8.284, -5.081, -0.964], [-8.744, -6.257, -0.368], [-9.087, -6.263, 0.988], [-8.956, -5.103, 1.756], [-8.514, -3.921, 1.164], [-10.313, -1.965, -1.337], [-11.053, -2.900, -1.034], [-10.586, -1.067, -2.330], [-11.775, -1.168, -3.162], [-9.628, 0.028, -2.488], [-10.259, 1.407, -2.219], [-9.022, -0.026, -3.908], [-5.808, 3.673, -1.928], [-4.706, 4.469, -1.604], [-4.488, 5.707, -2.206], [-5.355, 6.163, -3.236], [-5.059, 7.365, -3.813], [-5.887, 7.776, -4.928], [-6.430, 5.333, -3.632], [-6.588, 4.079, -3.030], [-3.617, 0.996, 0.321], [-2.718, 0.144, 0.991], [-1.572, -3.153, 2.864], [-0.974, -1.461, 2.862], [-2.744, -1.811, 3.071], [-2.304, -2.242, -1.431], [-3.903, -0.669, -2.635], [-5.970, 2.370, -0.094], [-7.587, 1.838, -2.622], [-6.987, -0.026, -0.220], [-9.167, -1.397, 0.360], [-7.687, -2.752, -1.951], [-6.964, -2.165, -0.448], [-8.000, -5.034, -2.024], [-8.833, -7.156, -0.981], [-9.446, -7.180, 1.447], [-9.206, -5.103, 2.814], [-8.412, -2.995, 1.735], [-12.261, -2.109, -2.915], [-12.447, -0.322, -2.960], [-11.491, -1.156, -4.224], [-10.869, 1.353, -1.309], [-9.490, 2.173, -2.082], [-10.890, 1.698, -3.066], [-8.725, -1.058, -4.152], [-9.799, 0.295, -4.616], [-8.155, 0.634, -4.015], [-3.965, 4.095, -0.884], [-3.595, 6.305, -1.966], [-5.448, 8.717, -5.258], [-5.862, 7.039, -5.743], [-6.925, 7.931, -4.607], [-7.046, 5.625, -4.498], [-7.328, 3.428, -3.508], [-4.005, 1.896, 0.828], [-2.393, 0.395, 2.006]], "mulliken_charge": [-0.786, -0.410, 0.645, -0.679, -0.141, 0.157, -0.424, 0.455, -0.076, -0.352, 0.399, 0.004, -0.655, 0.527, -0.380, -0.563, -0.441, -0.711, -0.209, 0.252, -0.742, 0.275, -1.004, 0.375, -1.581, -1.633, -0.336, -0.245, -0.778, 0.879, -0.452, -0.809, -0.681, -0.480, -0.217, -0.661, 0.238, 0.310, 0.353, 0.358, 0.364, 0.861, -0.528, 0.604, 0.255, 0.260, 0.502, 0.317, 0.363, 0.367, 0.370, 0.359, 0.386, 0.291, 0.303, 0.399, 0.365, 0.439, 0.355, 0.491, 0.316, 0.347, 0.376, 0.243, 0.340, 0.328, 0.340, 0.186, 0.275, 0.342]}

The structure with the least stability is arrangement one.

Arrangement one

{"formula": "C3H10NO2", "method": "ωB97M-V/def2-TZVPD", "multiplicity": 1, "orbital_gap_ev": 11.243, "e_lumo_ev": -3.4, "total_charge": 1, "homo_energy_ha": -0.539, "species": ["O", "C", "C", "C", "N", "H", "H", "H", "H", "H", "H", "H", "H", "H", "H", "O"], "xyz": [[2.443, 0.973, 0.500], [1.435, 1.482, 0.136], [0.032, 0.696, -0.203], [-0.729, 1.289, -1.435], [0.351, -0.747, -0.052], [1.258, 2.572, 0.233], [-0.617, 0.987, 0.600], [-0.043, 1.185, -2.288], [-1.015, 2.387, -1.442], [-1.679, 0.770, -1.608], [1.375, -0.759, -0.133], [0.107, -1.293, -0.901], [0.033, -1.228, 0.806], [-1.471, -3.062, 1.426], [-0.747, -2.753, 2.648], [-0.733, -2.501, 1.711]], "mulliken_charge": [-0.414, 0.105, 0.027, -1.294, -0.149, 0.356, 0.226, 0.379, 0.360, 0.363, 0.398, 0.378, 0.294, 0.304, 0.323, -0.655]}

Arrangement two

{"formula": "C3H10NO2", "method": "ωB97M-V/def2-TZVPD", "multiplicity": 1, "orbital_gap_ev": 9.059, "e_lumo_ev": -5.6, "total_charge": 1, "homo_energy_ha": -0.539, "species": ["C", "C", "C", "N", "H", "H", "H", "H", "H", "H", "H", "H", "O", "H", "H", "O"], "xyz": [[-1.686, 0.804, 0.636], [-0.474, 1.121, 1.070], [-1.177, 0.049, -1.582], [-1.853, -0.087, -0.487], [-2.582, 1.035, 1.185], [0.410, 0.673, 0.614], [-0.396, 1.814, 1.900], [-1.657, -0.285, -2.493], [-0.119, 0.306, -1.538], [-2.726, -0.593, -0.574], [3.286, 0.815, -0.955], [2.982, 1.130, 0.488], [2.562, 0.766, -0.305], [1.813, -2.875, 0.439], [0.375, -2.524, 0.882], [1.243, -2.150, 0.720]], "mulliken_charge": [-0.005, -0.327, -0.074, -0.010, 0.364, -0.049, 0.283, 0.276, 0.197, 0.330, 0.298, 0.298, -0.602, 0.308, 0.303, -0.591]}

The structure with the least stability is arrangement two.

Arrangement one

{"formula": "C4H5NS2", "method": "ωB97M-V/def2-TZVPD", "multiplicity": 1, "orbital_gap_ev": 7.905, "e_lumo_ev": -1.2, "total_charge": 0, "homo_energy_ha": -0.335, "species": ["C", "C", "C", "C", "H", "H", "H", "H", "H", "N", "S", "S"], "xyz": [[0.288, 0.691, 1.167], [-1.097, 1.021, 0.627], [-0.215, -1.194, -1.005], [1.225, -0.614, -1.162], [0.957, -0.622, 0.689], [0.957, 2.212, 0.517], [-0.120, 0.589, 2.504], [-0.154, -1.926, -0.324], [-0.436, -1.839, -1.818], [2.327, -0.449, -1.703], [-2.166, 2.128, 1.308], [-1.566, 0.004, -0.801]], "mulliken_charge": [-0.735, 0.142, -0.863, 0.349, 0.222, 0.281, 0.300, 0.567, 0.373, -0.463, -0.140, -0.033]}

Arrangement two

{"formula": "C4H5NS2", "method": "ωB97M-V/def2-TZVPD", "multiplicity": 1, "orbital_gap_ev": 9.214, "e_lumo_ev": 0.3, "total_charge": 0, "homo_energy_ha": -0.326, "species": ["S", "C", "C", "C", "N", "S", "C", "H", "H", "H", "H", "H"], "xyz": [[-1.174, 2.155, 1.034], [0.279, 1.303, 0.144], [0.548, -0.123, 0.330], [0.356, -1.531, 0.536], [0.054, -2.186, -0.509], [0.291, -1.226, -1.944], [0.025, 0.306, -1.002], [-2.335, 1.320, 0.724], [1.068, 1.987, 0.103], [1.724, -0.224, 0.221], [0.312, -2.158, 1.292], [-1.149, 0.375, -0.929]], "mulliken_charge": [-0.238, 0.074, 0.084, -0.454, -0.393, -0.005, -0.314, 0.148, 0.348, 0.108, 0.548, 0.095]}

The structure with the least stability is arrangement one.

Arrangement one

{"formula": "C4H5NS2", "method": "ωB97M-V/def2-TZVPD", "multiplicity": 1, "orbital_gap_ev": 9.133, "e_lumo_ev": 0.5, "total_charge": 0, "homo_energy_ha": -0.316, "species": ["C", "C", "C", "N", "C", "S", "S", "H", "H", "H", "H", "H"], "xyz": [[-1.654, 1.487, 0.062], [-0.567, 0.727, -0.035], [-0.426, -0.821, 0.001], [0.957, -1.196, -0.149], [1.905, -0.265, -0.132], [3.522, -0.576, 0.053], [1.133, 1.378, -0.083], [-1.587, 2.518, -0.054], [-2.581, 1.124, 0.233], [-1.003, -1.118, 0.833], [-0.878, -1.137, -0.962], [1.178, -2.122, 0.232]], "mulliken_charge": [-0.981, 0.524, -0.632, -0.196, 0.226, -0.328, -0.124, 0.285, 0.331, 0.348, 0.283, 0.264]}

Arrangement two

{"formula": "C4H5NS2", "method": "ωB97M-V/def2-TZVPD", "multiplicity": 1, "orbital_gap_ev": 8.772, "e_lumo_ev": 0.4, "total_charge": 0, "homo_energy_ha": -0.309, "species": ["C", "C", "C", "C", "N", "S", "S", "H", "H", "H", "H", "H"], "xyz": [[0.711, -1.030, 0.379], [-1.506, 0.118, -0.594], [-1.591, 0.316, 0.879], [-0.391, -0.328, 0.284], [1.829, -1.505, 0.202], [3.032, -0.368, -0.234], [2.364, 1.401, 0.213], [-1.944, -0.632, -1.161], [-1.239, 0.955, -1.144], [-1.420, 1.367, 1.140], [-2.434, -0.009, 1.507], [2.591, -0.286, -1.472]], "mulliken_charge": [0.632, -0.554, -0.586, 0.201, -0.580, 0.136, -0.372, 0.274, 0.191, 0.174, 0.269, 0.215]}

The structure with the least stability is arrangement two.